# 1
Entry from OMol25: a 7-piece molecular cluster, C28H74N4O10 overall (ωB97M-V/def2-TZVPD).

Each line ends with the Löwdin charge.
Element x y z (Å)
C 3.606 8.140 -2.523  -0.093
C 4.924 8.873 -2.218  -0.344
O 5.894 8.424 -3.093  -0.063
H 2.665 8.450 -2.068  0.062
H 3.547 7.093 -2.224  0.068
H 3.378 8.316 -3.575  0.068
H 5.206 8.605 -1.199  0.102
H 4.804 9.956 -2.217  0.111
H 6.158 9.130 -3.688  0.088
C 1.541 1.862 -0.031  -0.117
C 0.210 1.269 -0.191  -0.313
O 0.237 -0.055 0.415  -0.082
H 2.020 1.704 0.935  0.080
H 1.426 2.940 -0.151  0.077
H 2.239 1.449 -0.759  0.075
H -0.130 1.308 -1.226  0.107
H -0.442 1.874 0.439  0.113
H 0.941 -0.476 -0.084  0.061
C 3.952 7.154 3.625  -0.087
C 3.550 5.685 3.471  -0.317
O 2.516 5.426 4.445  -0.088
H 4.665 7.393 2.836  0.070
H 4.462 7.200 4.587  0.071
H 3.087 7.816 3.675  0.075
H 4.434 5.050 3.537  0.104
H 3.125 5.489 2.487  0.098
H 2.173 4.541 4.301  0.075
C 0.608 -5.787 -9.553  -0.090
O 0.586 -5.948 -8.119  -0.230
C 1.213 -4.912 -7.345  -0.205
C 0.901 -4.975 -5.833  -0.180
N -0.376 -4.357 -5.362  -0.068
C -0.663 -4.492 -3.918  -0.207
C -2.131 -4.479 -3.540  -0.179
O -2.794 -3.187 -3.493  -0.186
C -3.207 -2.705 -4.677  -0.176
H 1.593 -5.561 -9.961  0.080
H -0.045 -4.921 -9.660  0.082
H 0.203 -6.660 -10.063  0.085
H 0.840 -3.976 -7.761  0.113
H 2.271 -5.021 -7.583  0.117
H 1.678 -4.423 -5.304  0.114
H 0.972 -6.023 -5.542  0.111
H -1.173 -4.768 -5.827  0.094
H -0.124 -3.703 -3.393  0.119
H -0.278 -5.453 -3.578  0.109
H -2.361 -4.905 -2.564  0.125
H -2.685 -5.073 -4.267  0.114
H -3.920 -3.413 -5.098  0.086
H -2.450 -2.554 -5.446  0.079
H -3.642 -1.747 -4.394  0.095
C -5.576 2.572 -2.756  -0.145
O -4.378 2.945 -3.348  -0.203
C -4.265 4.372 -3.559  -0.177
C -2.777 4.706 -3.895  -0.197
N -2.403 4.390 -5.256  -0.077
C -1.023 4.735 -5.628  -0.183
C 0.090 3.756 -5.151  -0.250
O 0.030 2.604 -5.894  -0.164
C -0.471 1.517 -5.165  -0.110
H -5.585 1.567 -2.335  0.092
H -6.395 2.766 -3.449  0.084
H -5.854 3.241 -1.942  0.077
H -4.481 4.883 -2.621  0.107
H -5.058 4.693 -4.235  0.123
H -2.039 4.118 -3.349  0.108
H -2.730 5.771 -3.666  0.115
H -2.720 3.460 -5.489  0.101
H -0.771 5.741 -5.293  0.110
H -0.963 4.900 -6.704  0.110
H 0.081 3.649 -4.066  0.110
H 1.048 4.219 -5.387  0.118
H -0.528 0.616 -5.775  0.087
H -1.491 1.685 -4.821  0.080
H 0.192 1.220 -4.352  0.083
C -3.141 -3.428 3.869  -0.121
O -2.892 -4.323 4.948  -0.226
C -1.872 -3.900 5.902  -0.169
C -2.065 -4.394 7.395  -0.174
N -3.065 -3.567 8.136  -0.062
C -2.895 -3.863 9.550  -0.226
C -4.110 -3.454 10.469  -0.233
O -4.712 -4.601 10.969  -0.172
C -5.960 -4.268 11.450  -0.135
H -3.820 -2.685 4.287  0.082
H -3.648 -3.833 2.993  0.080
H -2.231 -2.966 3.488  0.080
H -1.761 -2.817 5.837  0.115
H -1.052 -4.505 5.516  0.111
H -1.122 -4.107 7.859  0.109
H -2.152 -5.478 7.479  0.114
H -4.053 -3.663 7.952  0.104
H -1.962 -3.527 10.003  0.108
H -2.770 -4.932 9.726  0.105
H -4.758 -2.909 9.782  0.114
H -3.665 -2.759 11.181  0.120
H -5.961 -3.358 12.051  0.093
H -6.238 -5.129 12.058  0.091
H -6.641 -4.286 10.599  0.092
C 5.194 -1.076 4.780  -0.060
C 4.399 -1.005 3.472  -0.432
C 4.864 -1.841 2.236  -0.189
O 4.082 -1.560 1.095  -0.222
C 4.312 -2.222 -0.144  -0.094
N 2.960 -1.141 3.740  0.041
H 5.281 -2.137 5.010  0.073
H 4.581 -0.621 5.558  0.073
H 6.128 -0.520 4.867  0.074
H 4.425 0.043 3.173  0.125
H 4.750 -2.897 2.479  0.120
H 5.896 -1.657 1.938  0.122
H 3.826 -1.693 -0.964  0.080
H 3.984 -3.260 -0.078  0.088
H 5.356 -2.154 -0.451  0.081
H 2.511 -1.063 2.838  0.055
H 2.864 -2.139 3.866  0.065

HOMO energy = -8.282 eV
SMILES string = COC[C@H](C)N.COCCNCCOC.COCCNCCOC.COCCNCCOC.CCO.CCO.CCO
lowest unoccupied orbital energy = 0.0118 Eh
E_tot = -56661.961 eV

# 2
Entry from OMol25: a 10-piece molecular cluster, C28H76NO11 overall (ωB97M-V/def2-TZVPD).

Each line ends with the Löwdin charge.
Element x y z (Å)
C 2.275 0.040 1.389  0.044
C 2.094 1.207 0.472  -0.536
O 2.899 2.054 0.316  0.151
O 0.887 1.271 -0.177  -0.077
C 0.916 0.837 -1.571  -0.138
C -0.219 -0.164 -1.764  -0.161
C 0.209 -1.579 -1.355  -0.176
C -0.916 -2.585 -1.020  -0.180
C -2.137 -1.936 -0.343  -0.199
C -3.194 -1.448 -1.378  -0.177
C -3.803 -0.092 -0.996  -0.186
C -4.656 -0.220 0.260  -0.143
N -4.980 1.151 0.803  0.203
H 3.086 0.263 2.082  0.098
H 2.530 -0.859 0.814  0.084
H 1.356 -0.179 1.939  0.088
H 1.891 0.393 -1.793  0.131
H 0.750 1.740 -2.166  0.121
H -1.031 0.218 -1.147  0.084
H -0.506 -0.152 -2.822  0.126
H 0.910 -1.520 -0.518  0.083
H 0.787 -1.971 -2.201  0.122
H -0.509 -3.316 -0.312  0.093
H -1.242 -3.167 -1.888  0.117
H -1.829 -1.070 0.259  0.096
H -2.618 -2.639 0.346  0.095
H -3.977 -2.209 -1.467  0.122
H -2.715 -1.350 -2.356  0.111
H -2.989 0.610 -0.780  0.097
H -4.411 0.303 -1.819  0.124
H -5.595 -0.739 0.066  0.108
H -4.101 -0.729 1.050  0.110
H -5.185 1.118 1.802  0.162
H -4.170 1.767 0.689  0.147
H -5.781 1.558 0.318  0.164
C 0.747 4.693 -0.324  -0.059
C 0.781 4.389 1.158  -0.281
O -0.314 3.513 1.496  -0.108
H -0.194 5.176 -0.595  0.080
H 1.571 5.352 -0.599  0.075
H 0.834 3.772 -0.904  0.054
H 0.676 5.299 1.745  0.103
H 1.720 3.914 1.437  0.082
H -0.120 2.757 0.928  0.038
C 5.054 6.124 -0.276  -0.089
C 5.053 5.777 1.200  -0.311
O 3.968 4.919 1.550  -0.095
H 4.115 6.604 -0.555  0.068
H 5.875 6.800 -0.517  0.075
H 5.165 5.224 -0.885  0.071
H 4.928 6.674 1.805  0.112
H 6.001 5.311 1.484  0.110
H 4.064 4.104 1.042  0.057
C 4.492 -4.860 -0.919  -0.095
C 3.796 -4.182 0.243  -0.310
O 2.565 -3.567 -0.151  -0.105
H 4.688 -4.142 -1.716  0.081
H 5.437 -5.302 -0.607  0.079
H 3.875 -5.655 -1.339  0.064
H 4.410 -3.378 0.649  0.109
H 3.607 -4.897 1.050  0.109
H 1.992 -4.254 -0.506  0.075
C -0.597 6.515 4.287  -0.088
C -0.550 6.280 5.787  -0.318
O -1.626 5.473 6.252  -0.079
H -1.537 6.997 4.015  0.077
H 0.229 7.154 3.971  0.078
H -0.538 5.576 3.729  0.052
H -0.639 7.224 6.322  0.113
H 0.402 5.821 6.073  0.110
H -1.543 4.623 5.822  0.060
C -2.087 -5.146 2.677  -0.089
C -3.000 -5.635 1.569  -0.320
O -2.422 -5.456 0.279  -0.091
H -1.843 -4.091 2.532  0.062
H -2.558 -5.266 3.654  0.076
H -1.149 -5.705 2.682  0.076
H -3.930 -5.066 1.557  0.107
H -3.255 -6.688 1.722  0.111
H -1.603 -5.963 0.248  0.083
C 6.709 -7.046 -5.150  -0.092
C 6.639 -7.160 -3.640  -0.319
O 5.306 -7.025 -3.150  -0.097
H 6.301 -6.090 -5.478  0.075
H 7.739 -7.124 -5.500  0.075
H 6.128 -7.839 -5.626  0.072
H 7.208 -6.360 -3.169  0.111
H 7.062 -8.113 -3.309  0.109
H 4.776 -7.730 -3.538  0.082
C 3.829 2.674 -5.043  -0.088
C 3.494 1.215 -4.791  -0.326
O 4.287 0.666 -3.742  -0.084
H 4.884 2.779 -5.294  0.078
H 3.232 3.080 -5.861  0.075
H 3.637 3.274 -4.150  0.069
H 3.696 0.619 -5.680  0.113
H 2.430 1.104 -4.550  0.096
H 4.119 1.187 -2.949  0.068
C -2.670 1.102 4.360  -0.071
C -2.191 0.384 3.122  -0.305
O -2.193 1.225 1.964  -0.107
H -3.683 1.488 4.234  0.071
H -2.664 0.444 5.228  0.086
H -2.025 1.950 4.564  0.073
H -2.838 -0.464 2.890  0.098
H -1.183 -0.008 3.281  0.113
H -1.598 1.980 2.134  0.063
C -9.342 0.445 -0.626  -0.087
C -8.742 -0.926 -0.862  -0.303
O -7.811 -1.296 0.163  -0.106
H -8.559 1.206 -0.576  0.061
H -10.027 0.714 -1.429  0.082
H -9.896 0.472 0.315  0.078
H -8.179 -0.948 -1.795  0.113
H -9.529 -1.681 -0.928  0.115
H -8.292 -1.320 0.999  0.088

HOMO energy = -11.624 eV
lowest unoccupied orbital energy = -0.0988 Eh
charge = +1
E_tot = -54273.726 eV

# 3
Entry from OMol25: a 15-piece molecular cluster, C28H77BrNO16 overall (ωB97M-V/def2-TZVPD).

Each line ends with the Löwdin charge.
Element x y z (Å)
C -3.740 2.307 -1.324  -0.085
C -2.396 1.791 -0.830  -0.288
C -1.314 2.026 -1.872  -0.647
Br -0.754 3.892 -1.957  0.798
C -0.082 1.159 -1.803  -0.157
C 0.385 0.542 -2.962  -0.121
C -0.238 0.702 -4.312  -0.110
C -0.786 -0.628 -4.814  -0.129
C -2.097 -0.916 -4.116  -0.194
O -2.493 -2.275 -4.162  -0.006
C -1.654 -3.137 -3.497  -0.514
C -1.062 -2.742 -2.172  0.031
O -1.392 -4.184 -3.990  0.146
C 1.498 -0.299 -2.883  0.026
C 2.133 -0.493 -1.688  -0.017
N 1.664 0.130 -0.593  0.142
C 0.588 0.930 -0.604  -0.165
C 0.182 1.508 0.707  0.018
H -3.689 3.374 -1.518  0.065
H -4.517 2.132 -0.593  0.084
H -4.018 1.809 -2.249  0.076
H -2.162 2.332 0.078  0.092
H -2.477 0.736 -0.582  0.124
H -1.771 1.820 -2.826  0.057
H -1.010 1.458 -4.366  0.117
H 0.549 1.029 -4.990  0.117
H -0.051 -1.418 -4.691  0.115
H -0.954 -0.559 -5.885  0.125
H -2.028 -0.556 -3.091  0.099
H -2.883 -0.333 -4.581  0.146
H -1.537 -3.315 -1.385  0.094
H -1.187 -1.697 -1.929  0.060
H -0.020 -3.032 -2.175  0.096
H 1.868 -0.797 -3.761  0.133
H 3.007 -1.104 -1.583  0.119
H 2.141 -0.036 0.284  0.154
H -0.768 1.115 1.032  0.079
H 0.949 1.335 1.452  0.092
H 0.077 2.580 0.575  0.087
C 3.054 2.150 -6.832  -0.132
O 2.884 1.430 -5.606  -0.147
H 2.069 2.455 -7.173  0.080
H 3.668 3.039 -6.678  0.081
H 3.512 1.517 -7.594  0.081
H 3.752 1.156 -5.298  0.072
C -0.794 2.608 4.153  -0.141
O -1.400 1.581 3.364  -0.148
H -0.687 3.493 3.528  0.081
H -1.420 2.850 5.011  0.067
H 0.190 2.294 4.506  0.058
H -1.499 0.801 3.928  0.026
C 1.034 -2.779 1.231  -0.133
O -0.161 -3.444 0.815  -0.119
H 1.209 -1.949 0.549  0.052
H 0.954 -2.387 2.249  0.074
H 1.871 -3.472 1.170  0.046
H -0.299 -4.195 1.400  0.082
C -0.906 -3.453 -7.468  -0.128
O -0.372 -2.300 -8.130  -0.133
H -1.985 -3.459 -7.603  0.076
H -0.481 -4.356 -7.908  0.085
H -0.681 -3.410 -6.401  0.054
H 0.579 -2.308 -8.004  0.070
C -5.978 -2.593 -2.566  -0.144
O -5.140 -1.440 -2.526  -0.133
H -6.913 -2.336 -2.077  0.079
H -6.187 -2.889 -3.597  0.080
H -5.519 -3.430 -2.034  0.077
H -4.314 -1.668 -2.959  0.026
C 5.155 0.621 -0.079  -0.117
O 4.840 -0.774 -0.159  -0.147
H 4.240 1.163 0.150  0.070
H 5.882 0.806 0.712  0.070
H 5.552 0.987 -1.028  0.087
H 5.664 -1.234 -0.355  0.090
C 4.475 -4.036 1.414  -0.096
O 3.445 -3.306 0.738  -0.190
H 4.041 -4.501 2.295  0.088
H 4.878 -4.814 0.761  0.086
H 5.275 -3.360 1.718  0.056
H 3.856 -2.901 -0.028  0.059
C -0.104 -0.495 4.742  -0.118
O 0.737 0.637 4.487  -0.167
H -1.012 -0.147 5.223  0.080
H -0.363 -0.992 3.804  0.080
H 0.405 -1.195 5.407  0.097
H 1.540 0.308 4.073  0.091
C 7.447 -0.836 2.594  -0.153
O 7.184 -2.236 2.535  -0.129
H 6.510 -0.331 2.820  0.075
H 8.169 -0.612 3.382  0.084
H 7.831 -0.479 1.635  0.053
H 8.015 -2.679 2.340  0.078
C -1.658 1.649 7.738  -0.150
O -0.366 2.164 7.387  -0.132
H -2.352 1.907 6.945  0.064
H -1.619 0.560 7.839  0.077
H -2.007 2.089 8.667  0.064
H 0.237 1.932 8.097  0.075
C 9.631 -0.547 -1.429  -0.145
O 9.373 -1.253 -0.215  -0.139
H 8.673 -0.255 -1.851  0.069
H 10.223 0.351 -1.241  0.081
H 10.155 -1.182 -2.146  0.080
H 10.223 -1.509 0.154  0.080
C -5.312 3.670 8.020  -0.142
O -4.011 3.397 8.547  -0.142
H -5.907 2.765 8.124  0.079
H -5.789 4.476 8.576  0.055
H -5.248 3.936 6.961  0.076
H -3.492 4.201 8.455  0.078
C -4.980 -1.731 -8.762  -0.160
O -3.747 -1.550 -9.451  -0.121
H -5.783 -1.492 -9.454  0.078
H -5.096 -2.767 -8.430  0.075
H -5.049 -1.067 -7.896  0.071
H -3.041 -1.762 -8.835  0.042
C -7.424 5.382 11.732  -0.150
O -7.306 4.978 10.370  -0.137
H -6.731 6.203 11.893  0.077
H -8.438 5.725 11.952  0.076
H -7.166 4.562 12.407  0.077
H -7.920 4.252 10.228  0.075

HOMO energy = -11.357 eV
lowest unoccupied orbital energy = -0.1197 Eh
charge = +1
E_tot = -134564.737 eV

# 4
Entry from OMol25: C28H77MgN6O8 as an isolated structure (ωB97M-V/def2-TZVPD).

Each line ends with the Löwdin charge.
Element x y z (Å)
Mg -2.988 0.833 2.707  0.863
C -0.071 -0.778 0.026  -0.092
C -1.327 -1.244 0.759  -0.427
O -1.977 -0.366 1.600  -0.357
H 0.169 -1.638 -0.599  0.064
H 0.728 -0.529 0.731  0.045
H -0.180 0.153 -0.532  0.056
H -1.150 -2.239 1.197  0.094
H -2.025 -1.573 -0.035  0.100
C -3.917 4.056 -2.149  -0.069
C -3.765 2.601 -1.674  -0.285
O -2.740 2.566 -0.682  -0.137
H -4.141 4.751 -1.348  0.075
H -4.695 4.138 -2.919  0.081
H -3.053 4.296 -2.774  0.058
H -3.528 1.959 -2.523  0.099
H -4.693 2.271 -1.206  0.093
H -1.923 2.815 -1.145  0.044
C 0.078 2.420 1.806  -0.033
C -1.003 3.130 2.627  -0.392
C -0.792 4.631 2.660  -0.191
O -1.699 5.168 3.617  -0.203
C -2.017 6.540 3.429  -0.096
N -2.367 2.742 2.227  0.025
H 1.039 2.893 2.005  0.089
H -0.091 2.513 0.728  0.074
H 0.089 1.346 1.982  0.066
H -0.859 2.850 3.677  0.146
H -0.986 5.078 1.675  0.137
H 0.203 4.900 3.030  0.140
H -2.541 6.777 2.500  0.089
H -1.173 7.220 3.568  0.093
H -2.716 6.691 4.255  0.093
H -2.405 2.914 1.213  0.073
H -3.040 3.433 2.573  0.109
C 1.107 -4.528 -1.805  -0.045
C 0.119 -5.550 -1.208  -0.453
C -0.019 -6.855 -1.988  -0.230
O -1.259 -7.443 -1.687  -0.196
C -1.402 -8.732 -2.242  -0.100
N 0.267 -5.898 0.195  0.049
H 0.552 -4.127 -2.649  0.077
H 2.023 -5.054 -2.080  0.082
H 1.321 -3.745 -1.078  0.050
H -0.837 -5.024 -1.377  0.127
H 0.866 -7.486 -1.877  0.134
H -0.095 -6.526 -3.039  0.129
H -0.509 -9.324 -1.993  0.088
H -1.353 -8.621 -3.336  0.091
H -2.285 -9.230 -1.857  0.089
H 0.158 -5.070 0.774  0.049
H -0.507 -6.493 0.472  0.073
C 3.547 -1.724 5.235  -0.050
C 4.744 -2.017 4.319  -0.444
C 4.390 -2.382 2.904  -0.215
O 3.467 -3.443 2.952  -0.169
C 2.601 -3.555 1.864  -0.116
N 5.695 -0.910 4.403  0.026
H 2.698 -1.375 4.641  0.072
H 3.844 -1.002 5.992  0.070
H 3.157 -2.607 5.741  0.075
H 5.207 -2.921 4.740  0.136
H 5.257 -2.657 2.290  0.133
H 3.993 -1.506 2.369  0.105
H 2.029 -2.663 1.561  0.072
H 1.889 -4.373 1.881  0.067
H 3.251 -3.678 0.983  0.092
H 6.523 -1.037 3.827  0.072
H 6.090 -0.867 5.336  0.072
C -6.539 -0.407 0.633  -0.042
C -5.674 -0.051 1.852  -0.358
C -5.048 -1.345 2.387  -0.158
O -4.211 -1.025 3.524  -0.253
C -3.552 -2.146 4.089  -0.068
N -4.584 0.872 1.382  0.028
H -6.870 0.480 0.096  0.085
H -7.358 -1.045 0.967  0.092
H -5.967 -1.002 -0.084  0.092
H -6.301 0.377 2.632  0.152
H -4.407 -1.739 1.593  0.135
H -5.763 -2.097 2.718  0.141
H -2.703 -2.406 3.449  0.094
H -4.294 -2.935 4.239  0.102
H -3.107 -1.984 5.072  0.100
H -4.368 0.636 0.419  0.094
H -5.059 1.774 1.345  0.109
C -0.958 0.938 -4.221  -0.059
C -0.278 2.268 -4.041  -0.430
C -0.918 3.312 -4.937  -0.218
O -0.330 4.582 -5.032  -0.171
C 1.083 4.607 -5.136  -0.097
N -0.433 2.796 -2.666  0.055
H -0.748 0.467 -5.182  0.089
H -2.044 0.954 -4.081  0.072
H -0.650 0.168 -3.505  0.076
H 0.791 2.102 -4.192  0.130
H -1.973 3.370 -4.657  0.120
H -0.993 2.926 -5.968  0.134
H 1.382 5.651 -5.204  0.093
H 1.382 4.115 -6.064  0.098
H 1.595 4.211 -4.258  0.075
H 0.129 2.242 -2.019  0.071
H 0.036 3.700 -2.621  0.083
C 6.046 2.270 -3.500  -0.062
C 5.899 1.550 -2.168  -0.447
C 4.453 1.483 -1.691  -0.217
O 4.451 0.959 -0.363  -0.209
C 3.152 0.537 0.058  -0.092
N 6.530 0.219 -2.127  0.044
H 5.391 1.844 -4.266  0.075
H 7.073 2.202 -3.847  0.080
H 5.698 3.292 -3.339  0.075
H 6.414 2.157 -1.416  0.141
H 3.828 0.821 -2.303  0.120
H 3.980 2.471 -1.633  0.124
H 3.309 0.025 1.003  0.070
H 2.680 -0.067 -0.718  0.080
H 2.595 1.461 0.260  0.079
H 6.363 -0.049 -1.153  0.065
H 5.899 -0.438 -2.593  0.073

HOMO energy = -10.670 eV
ΔE to the lowest compared entry with this formula, charge and spin = 0.000 eV
lowest unoccupied orbital energy = -0.1134 Eh
charge = +1
E_tot = -61043.044 eV